No. 1
Formula: C4H6O3Sc
Source: the OMol25 dataset
Level of theory: ωB97M-V/def2-TZVPD

Geometry (Å):
O 0.15181 0.67102 -1.15461
C -1.12515 0.41262 -0.87695
O -2.00141 1.09855 -1.37987
C 1.17019 -0.34987 -0.77837
H 1.61979 -0.62516 -1.74822
C 2.23251 0.35109 0.04886
H 2.63696 1.26089 -0.43325
H 1.86287 0.63871 1.04644
H 3.06958 -0.34683 0.21215
Sc -0.11060 -1.95846 0.18023
O -1.29327 -0.24307 0.59646
C -2.38931 -0.52238 1.40095
H -3.29391 -0.71632 0.79548
H -2.53005 0.32921 2.09069

multiplicity: 2
orbital gap (spin up / spin down): 6.07 / 5.12 eV
net charge: 0

No. 2
Formula: C13H19N3O4S2
Source: the OMol25 dataset
Level of theory: ωB97M-V/def2-TZVPD

Geometry (Å):
O -3.52018 -2.18981 0.64193
C -3.32815 -0.99206 0.52973
C -4.42448 -0.07340 0.15110
C -4.86707 1.05316 0.78636
C -6.03105 1.59048 0.19952
C -6.45560 0.86491 -0.86805
S -5.45984 -0.50076 -1.16611
N -2.12552 -0.42017 0.80514
C -1.68510 0.87657 0.34561
C -0.70776 0.69203 -0.82471
N 0.39746 -0.17061 -0.46167
S 1.61121 0.56151 0.41729
O 1.42209 0.43836 1.83201
O 1.78745 1.87734 -0.11973
N 2.85300 -0.46624 -0.01753
C 3.24145 -0.26939 -1.40947
C 4.68712 -0.70678 -1.61865
O 5.59839 0.03246 -0.83334
C 5.08081 0.44437 0.42102
C 3.97702 -0.48774 0.90763
C -0.02657 -1.44632 0.08319
C -1.02859 -1.26951 1.22773
H -4.38934 1.46766 1.65637
H -6.52576 2.47502 0.55818
H -7.30017 1.04912 -1.50154
H -1.16260 1.38229 1.16505
H -2.53596 1.47723 0.02684
H -1.22452 0.23680 -1.67599
H -0.28097 1.64941 -1.12186
H 3.13004 0.78885 -1.67321
H 2.56832 -0.85977 -2.03512
H 4.77835 -1.77957 -1.39304
H 4.98210 -0.54386 -2.65820
H 5.92439 0.45287 1.11605
H 4.67346 1.46284 0.33999
H 3.60120 -0.17458 1.88096
H 4.35066 -1.51431 0.98279
H -0.48311 -2.02212 -0.72780
H 0.86997 -1.95566 0.43429
H -0.52604 -0.79677 2.07581
H -1.44612 -2.23382 1.52145

orbital gap: 9.61 eV
net charge: 0
structure (SMILES): O=C(c1cccs1)N1CCN(S(=O)(=O)N2CCOCC2)CC1

No. 3
Formula: C3H9N2O
Source: the OMol25 dataset
Level of theory: ωB97M-V/def2-TZVPD

Geometry (Å):
C -0.97150 0.17094 -1.24312
C 0.46147 -0.37454 -1.11061
C 0.82831 -0.56077 0.35858
N -0.52032 0.12265 2.83817
N 0.28165 0.59519 3.65996
O 0.04568 1.22908 4.72421
H -1.64370 -0.40583 -0.71612
H -1.13204 1.16077 -1.00913
H -1.33397 0.05297 -2.31943
H 1.02462 0.43357 -1.43044
H 0.35692 -1.27315 -1.74336
H 1.54846 -1.32792 0.55142
H 1.32073 0.42123 0.47369
H 0.04437 -0.64772 1.06039
H -1.57328 0.35137 3.08663

orbital gap: 6.26 eV
net charge: -1

No. 4
Formula: C5H8N2O
Source: the OMol25 dataset
Level of theory: ωB97M-V/def2-TZVPD

Geometry (Å):
O -0.04036 0.45224 2.04892
C -0.98432 -0.14041 1.18269
C -0.39235 -1.43235 0.64245
N 0.62000 -1.63040 -0.00302
N 1.05811 -0.26176 -0.24324
C 1.50525 0.39481 -1.32440
C 0.00843 0.35962 -1.23445
C -0.96206 0.84958 -0.08788
H 0.73403 0.68003 1.52196
H -1.76626 -0.28337 1.98117
H -0.74391 -2.43828 0.73338
H 2.01818 1.11899 -0.78053
H 2.08625 0.15941 -2.34305
H -0.33223 -0.44140 -2.10741
H -0.70513 1.73676 0.31248
H -2.10363 0.87654 -0.29907

orbital gap: 10.00 eV
net charge: 0
structure (SMILES): O[C@@H]1C=NN2C[C@@H]2C1

No. 5
Formula: C6H11N
Source: the OMol25 dataset
Level of theory: ωB97M-V/def2-TZVPD

Geometry (Å):
C 0.33563 1.48281 1.14937
C 0.59394 0.16931 0.65496
C 0.24485 -1.01349 1.54567
C -0.26052 0.29935 -0.72251
C 0.56978 -0.06857 -1.94583
C -1.62029 -0.48540 -0.48339
N -1.95671 -1.32658 -1.28308
H -2.09954 -0.04518 0.43222
H 0.85907 2.34312 0.74568
H -0.44438 1.66550 1.88501
H 1.61918 0.07589 0.27660
H 1.01573 -1.12460 2.31384
H 0.18680 -1.94207 0.97032
H -0.71688 -0.87181 2.04926
H -0.66399 1.31945 -0.83199
H -0.01809 0.03693 -2.85943
H 1.44167 0.59023 -2.01604
H 0.91374 -1.10489 -1.88065

orbital gap (spin up / spin down): 7.58 / 9.42 eV
net charge: 0

No. 6
Formula: C3H8N3
Source: the OMol25 dataset
Level of theory: ωB97M-V/def2-TZVPD

Geometry (Å):
C 2.22442 0.12278 0.27056
N 1.26324 -0.53578 -0.49486
C -0.02727 0.01689 -0.55137
C -1.28045 -0.19184 0.69661
N -2.37435 0.14074 0.35537
N -3.36841 0.69386 -0.00852
H 3.17079 -0.24853 -0.20702
H 2.13279 1.15949 0.15658
H 2.32418 -0.20858 1.30534
H 1.37683 -1.54358 -0.22296
H -0.63282 -0.42480 -1.36898
H 0.02756 1.19493 -0.72355
H -0.86749 -0.63713 1.50864
H -3.96903 0.46154 -0.71585

orbital gap (spin up / spin down): 7.81 / 7.81 eV
net charge: +1
structure (SMILES): CNCC=[N+]=N

No. 7
Formula: C28H49BrNO3P3Pb
Source: the OMol25 dataset
Level of theory: ωB97M-V/def2-TZVPD

Geometry (Å):
N -2.23290 4.27815 3.14506
C -2.75356 3.05936 3.30933
C -1.96396 1.90012 3.33123
C -0.55288 2.00708 3.24227
C -0.02297 3.31421 3.15584
C -0.90578 4.40976 3.10675
C 0.28724 0.81593 3.19350
Pb 0.01190 -0.06261 -0.27993
P 1.29380 -2.23768 -1.28219
C 1.61557 0.79482 2.88957
C 2.41690 -0.40995 2.74541
C 3.77151 -0.31204 2.35777
C 4.57703 -1.43944 2.23025
C 4.00967 -2.71532 2.35787
C 2.67172 -2.84978 2.74916
C 1.87696 -1.70938 2.90750
Br 5.10007 -4.28182 2.08055
H -0.21840 -0.11466 3.43688
H 2.14717 1.73358 2.70878
H -2.45315 0.92735 3.39881
H 1.05422 3.49289 3.10659
H -3.84481 3.00494 3.41490
H -0.51477 5.42901 3.02214
H 4.18472 0.68084 2.15844
H 0.81716 -1.82870 3.14239
H 5.64499 -1.34971 2.03337
H 2.27066 -3.84377 2.93732
P 0.36589 2.30286 -1.83049
C 0.65090 -3.72066 -0.41078
C 1.56254 -4.94633 -0.33416
H -0.30711 -3.98406 -0.88804
H 0.39934 -3.36839 0.60514
H 1.00827 -5.76515 0.14257
H 1.86888 -5.30913 -1.32506
H 2.46595 -4.78285 0.26976
C 3.10900 -2.23625 -1.04579
C 3.95149 -3.01197 -2.05872
H 3.30882 -2.58955 -0.02301
H 3.39573 -1.16955 -1.05879
H 5.01282 -2.88443 -1.80300
H 3.74845 -4.09196 -2.04482
H 3.81468 -2.64562 -3.08591
C 0.92259 -2.38291 -3.07130
C 0.88014 -3.77980 -3.69337
H 1.66676 -1.77017 -3.60302
H -0.05547 -1.88550 -3.20365
H 0.60451 -3.68482 -4.75245
H 1.85716 -4.27966 -3.66124
H 0.14188 -4.44103 -3.22043
C -0.65596 2.45583 -3.33081
C -0.78717 1.14500 -4.10627
H -0.19918 3.23870 -3.95308
H -1.64059 2.82530 -3.01186
H -1.39730 1.31622 -5.00330
H 0.19208 0.77396 -4.43807
H -1.27601 0.35792 -3.51181
C 2.09448 2.32948 -2.46571
C 3.14925 2.19618 -1.36227
H 2.21235 3.28553 -3.00458
H 2.18387 1.51638 -3.20554
H 4.14818 2.16160 -1.81996
H 3.12086 3.06486 -0.68753
H 3.02116 1.28432 -0.75529
C 0.19575 3.92307 -1.00283
C -1.22218 4.25205 -0.53660
H 0.55707 4.68081 -1.71473
H 0.88470 3.90720 -0.14540
H -1.19961 5.16400 0.07663
H -1.89487 4.43896 -1.38467
H -1.65483 3.45077 0.08243
C -4.17645 -1.78438 -2.48531
O -3.51204 -2.06981 -1.24509
P -2.58361 -1.12993 -0.28907
O -3.68466 -0.15150 0.46972
C -3.97756 1.18484 -0.01592
O -2.30813 -2.21573 0.90491
C -3.21119 -2.31520 2.01257
H -3.69140 -2.37404 -3.28002
H -4.14181 -0.72323 -2.78331
H -5.21561 -2.11256 -2.37130
H -3.27432 1.51505 -0.80754
H -4.99443 1.20030 -0.44031
H -3.91300 1.88329 0.83079
H -2.99394 -1.53939 2.75350
H -4.26601 -2.25942 1.71353
H -3.03209 -3.30422 2.44838

orbital gap (spin up / spin down): 4.11 / 5.08 eV
net charge: +4

No. 8
Formula: C7H10
Source: the OMol25 dataset
Level of theory: ωB97M-V/def2-TZVPD

Geometry (Å):
C -1.60334 -0.23800 1.42122
C -1.16494 -1.01592 0.43909
C -0.36934 -0.52465 -0.74192
C -0.47297 0.96368 -1.17579
C 1.01008 1.19480 -0.77577
C 1.02859 -0.20612 -0.20925
C 1.67404 -0.84473 0.75339
H -1.93328 -0.65514 2.36619
H -1.54334 0.84688 1.36589
H -1.16049 -2.09762 0.57930
H -0.40285 -1.21931 -1.58903
H -1.19492 1.53778 -0.59235
H -0.69268 1.11925 -2.23518
H 1.66503 1.33094 -1.64045
H 1.21214 1.99624 -0.05858
H 2.50191 -0.43612 1.30716
H 1.31799 -1.82125 1.05759

orbital gap: 10.08 eV
net charge: 0
structure (SMILES): C=C[C@H]1CCC1=C

> Number 7 is which compound?

C28H49BrNO3P3Pb